(1)
{
  "formula": "C25H33N5O3",
  "method": "wB97M-V/def2-TZVPD",
  "elements": ["O", "O", "O", "N", "N", "N", "N", "N", "C", "C", "C", "C", "C", "C", "C", "C", "C", "C", "C", "C", "C", "C", "C", "C", "C", "C", "C", "C", "C", "C", "C", "C", "C", "H", "H", "H", "H", "H", "H", "H", "H", "H", "H", "H", "H", "H", "H", "H", "H", "H", "H", "H", "H", "H", "H", "H", "H", "H", "H", "H", "H", "H", "H", "H", "H", "H"],
  "coordinates": [[-2.05780, 4.49883, -2.92574], [2.52782, 1.40720, -2.97941], [-2.59699, 4.54892, 0.58363], [0.61679, -2.19363, 2.95875], [-2.18972, 0.11223, 2.97681], [-2.17776, -1.75913, 1.76056], [2.56091, -2.31259, 0.86858], [-3.00682, 2.92343, -0.97809], [-2.01728, -3.14771, 1.43499], [1.47546, -1.35012, 0.84171], [-2.69851, 1.68197, 1.10028], [-2.48317, 0.43792, 1.67952], [-2.48156, 5.13778, -1.74294], [0.57749, 2.31917, -4.14094], [1.71087, -3.14417, 3.00193], [-0.88257, 3.78229, -2.89485], [-2.00002, -1.17777, 2.98718], [-2.48303, -0.74118, 0.89428], [1.06873, -0.99806, 2.26624], [3.07513, -2.61942, -0.45442], [0.01240, -1.90220, 4.25189], [-2.89307, 1.71701, -0.26937], [2.93300, 0.73946, -4.14914], [-1.52950, -1.94952, 4.16553], [1.07814, 2.86551, -1.86187], [2.12833, -3.50086, 1.57674], [-2.70063, 4.17472, -0.56273], [-2.92253, 0.54125, -1.03609], [-2.72508, -0.69860, -0.46914], [-0.04687, 3.66187, -1.78952], [-0.55320, 3.11105, -4.06702], [1.40226, 2.17972, -3.03014], [3.87503, -1.46127, -1.04086], [-1.77668, 5.91503, -1.42396], [1.37905, -4.04985, 3.51699], [-3.08581, 0.61766, -2.10210], [-2.67805, 2.58166, 1.68933], [-3.09516, 2.80779, -1.98071], [0.31308, -0.90959, 4.60796], [3.86006, 0.23012, -3.89099], [2.26250, -2.90322, -1.14902], [1.27804, -3.99015, 1.06407], [-1.86224, -2.98473, 4.08886], [4.41246, -1.80142, -1.92312], [-0.26105, 4.17174, -0.86421], [-1.05711, -3.49900, 1.81562], [2.58707, -2.73518, 3.53402], [-1.20147, 3.21741, -4.92287], [1.81093, -0.44538, 0.33462], [1.72494, 2.75933, -1.00582], [0.79640, 1.81368, -5.06794], [-3.43120, 5.61755, -1.99839], [4.59403, -1.10790, -0.30709], [-2.04047, -3.26355, 0.35308], [-1.94429, -1.50514, 5.06982], [3.12210, 1.44105, -4.96791], [0.26413, -0.26334, 2.24701], [0.33935, -2.63883, 4.99059], [-2.74213, -1.59022, -1.07861], [2.95956, -4.20983, 1.61431], [2.19115, -0.00039, -4.46803], [0.59816, -1.74825, 0.29885], [3.73880, -3.48274, -0.34977], [3.23529, -0.63190, -1.32885], [-2.82493, -3.74535, 1.86738], [1.93722, -0.55117, 2.78052]],
  "forces_ev_per_a": [[0.0, -0.1, -0.2], [-0.1, 0.2, 0.2], [0.1, 0.1, 0.2], [0.2, 0.0, 0.1], [0.1, 0.2, 0.6], [0.0, 0.2, 0.2], [0.0, -0.1, 0.0], [-0.3, -0.1, -0.4], [-0.1, -0.4, 0.0], [0.1, 0.2, 0.2], [0.0, 0.0, 0.0], [0.0, -0.7, -0.6], [0.0, 0.2, 0.2], [0.3, -0.2, 0.0], [0.0, -0.2, -0.2], [0.2, -0.2, -0.3], [-0.2, 0.0, 0.0], [-0.1, 0.7, 0.1], [-0.1, 0.1, -0.4], [0.2, 0.1, 0.0], [-0.2, -0.1, 0.0], [0.0, -0.1, 0.3], [0.0, -0.1, -0.1], [0.3, 0.0, 0.1], [0.2, -0.2, -0.2], [0.1, 0.0, 0.3], [-0.1, 0.2, -0.5], [0.0, 0.0, 0.0], [0.0, -0.1, -0.1], [-0.2, 0.1, -0.1], [-0.2, 0.3, 0.3], [-0.1, 0.1, 0.1], [-0.2, -0.2, 0.0], [-0.1, -0.2, 0.0], [0.0, 0.0, 0.0], [0.0, 0.0, -0.1], [0.0, 0.1, 0.0], [0.1, 0.1, 0.2], [0.0, 0.0, 0.0], [-0.1, 0.0, -0.1], [0.0, -0.1, 0.1], [0.0, 0.0, 0.0], [0.0, 0.0, 0.1], [0.1, 0.0, -0.1], [0.0, 0.1, 0.1], [-0.1, 0.0, -0.1], [0.0, -0.1, 0.0], [-0.1, 0.0, -0.1], [-0.1, 0.0, 0.0], [0.1, 0.0, 0.1], [0.0, -0.1, -0.1], [0.1, 0.0, 0.1], [0.1, 0.1, 0.1], [0.0, 0.0, 0.0], [-0.1, 0.0, 0.0], [0.0, 0.0, 0.0], [0.0, 0.0, 0.0], [0.0, 0.1, 0.0], [0.0, -0.1, -0.1], [0.0, 0.0, 0.0], [0.0, 0.0, 0.0], [0.0, 0.0, 0.0], [-0.1, 0.0, 0.0], [0.0, 0.1, -0.1], [0.0, 0.0, -0.1], [-0.1, 0.0, 0.0]],
  "nbo_charge": [-0.51, -0.50, -0.60, -0.48, -0.48, -0.38, -0.45, -0.60, -0.42, -0.22, -0.24, 0.10, -0.17, -0.29, -0.22, 0.25, 0.42, 0.15, -0.23, -0.21, -0.20, 0.13, -0.25, -0.45, -0.24, -0.22, 0.65, -0.24, -0.25, -0.23, -0.23, 0.28, -0.62, 0.20, 0.20, 0.21, 0.26, 0.41, 0.19, 0.20, 0.16, 0.16, 0.21, 0.21, 0.22, 0.24, 0.17, 0.22, 0.21, 0.23, 0.22, 0.22, 0.21, 0.21, 0.24, 0.18, 0.22, 0.20, 0.21, 0.20, 0.17, 0.16, 0.19, 0.21, 0.20, 0.17],
  "max_force_ev_per_a": 0.93,
  "total_energy_ev": -40054.003,
  "multiplicity": 1,
  "e_homo_ev": -7.814,
  "orbital_gap_ev": 8.5,
  "smiles": "CCN1CCN(CCc2nc3cc(NC(=O)COc4ccc(OC)cc4)ccc3n2C)CC1"
}

(2)
{
  "formula": "C25H33N5O3",
  "method": "wB97M-V/def2-TZVPD",
  "elements": ["O", "O", "O", "N", "N", "N", "N", "N", "C", "C", "C", "C", "C", "C", "C", "C", "C", "C", "C", "C", "C", "C", "C", "C", "C", "C", "C", "C", "C", "C", "C", "C", "C", "H", "H", "H", "H", "H", "H", "H", "H", "H", "H", "H", "H", "H", "H", "H", "H", "H", "H", "H", "H", "H", "H", "H", "H", "H", "H", "H", "H", "H", "H", "H", "H", "H"],
  "coordinates": [[-6.09681, 2.48510, -1.54510], [6.79132, -2.24442, -0.85278], [0.26024, -1.80208, -0.64109], [0.68541, 0.32998, -1.18736], [-5.77781, 0.24791, -1.16278], [8.05065, 0.98478, -0.43834], [-8.30257, -0.17028, -0.63038], [5.51874, -0.37293, -1.17421], [-6.52139, 1.36706, -1.36204], [-4.39972, 0.09310, -1.10110], [7.26628, 0.14390, 1.78655], [-9.55624, 0.62900, 1.37037], [-8.01986, 1.04984, -1.36394], [-0.22432, -0.56328, -0.94263], [8.94288, 2.01287, 1.55999], [-7.65458, -1.38810, 2.89488], [-3.51132, 1.14465, -1.33245], [4.20187, -0.81925, -1.00993], [-8.07411, -1.42594, 1.43100], [1.88100, -0.32531, -1.05335], [3.18788, 0.10982, -1.20610], [-8.28746, -0.03104, 0.82720], [8.41401, 0.71174, 0.94322], [-2.54035, -1.39521, -0.74110], [10.18397, 2.52025, 0.83745], [-1.65064, -0.34655, -0.98088], [-3.89814, -1.17594, -0.80184], [3.91492, -2.14674, -0.66078], [-2.15309, 0.92308, -1.27342], [7.91178, -0.15652, -1.31560], [1.60795, -1.66613, -0.70843], [2.61537, -2.58835, -0.50558], [6.69262, -1.05936, -1.08373], [8.15745, 2.77095, 1.51344], [9.22937, -0.01967, 0.91562], [3.39617, 1.13407, -1.47358], [-2.15597, -2.37733, -0.51198], [-9.48269, 0.77667, 2.44342], [7.86809, 0.21374, -2.34702], [-9.71106, 1.60216, 0.90920], [-7.45407, -2.39518, 3.25256], [-8.43517, -0.95863, 3.51688], [-6.34462, -0.58041, -0.99477], [6.93180, -0.81255, 1.39307], [10.50494, 3.47273, 1.25220], [7.23082, 1.58331, -0.46319], [-7.42316, 0.59599, 1.07636], [9.17483, 1.83677, 2.61159], [-6.75093, -0.79488, 3.01631], [-9.19381, -0.56119, -0.91839], [5.59031, 0.60525, -1.42269], [-8.99341, -2.00625, 1.32586], [8.80504, -0.77670, -1.21306], [-8.30843, 0.90713, -2.40978], [-10.42443, 0.00466, 1.16311], [6.42245, 0.83340, 1.79482], [-1.45395, 1.72337, -1.45465], [10.99909, 1.80770, 0.93824], [-7.29828, -1.93265, 0.85286], [-8.54887, 1.93994, -0.99534], [4.73395, -2.83131, -0.51981], [7.59364, -0.00907, 2.81171], [9.96960, 2.64887, -0.21961], [-4.58632, -1.98964, -0.62041], [-3.90044, 2.12349, -1.55792], [2.39955, -3.61043, -0.24076]],
  "forces_ev_per_a": [[0.1, 0.3, -0.1], [0.0, -0.3, 0.0], [-0.5, -0.2, 0.1], [-0.8, 0.2, 0.0], [-0.1, -0.4, 0.1], [-0.1, 0.1, -0.2], [-0.3, 0.0, -0.2], [0.0, 0.4, -0.2], [-0.3, -0.2, 0.0], [0.4, 0.1, 0.0], [0.3, -0.1, -0.2], [0.3, 0.0, -0.1], [-0.1, 0.1, 0.0], [0.9, 0.6, -0.2], [0.3, -0.3, -0.3], [-0.1, -0.1, -0.2], [-0.1, 0.1, 0.0], [-0.3, -0.2, 0.1], [0.2, 0.3, 0.2], [0.2, -1.2, 0.3], [-0.2, -0.2, 0.0], [-0.2, -0.3, 0.1], [-0.2, 0.2, 0.5], [0.2, 0.2, 0.0], [-0.2, 0.1, 0.1], [-0.6, -0.2, 0.1], [-0.1, 0.1, 0.0], [0.2, -0.1, 0.0], [0.2, -0.4, 0.1], [0.0, 0.0, -0.1], [1.0, 0.9, -0.2], [-0.6, 0.1, 0.0], [0.4, 0.3, -0.1], [-0.1, 0.0, 0.1], [0.0, 0.0, 0.0], [0.0, 0.2, 0.0], [0.0, -0.1, 0.0], [-0.1, 0.0, 0.1], [0.0, -0.1, 0.0], [-0.1, 0.1, 0.0], [0.0, 0.0, 0.1], [0.0, 0.0, 0.1], [0.0, 0.2, -0.1], [-0.1, -0.1, 0.1], [0.1, 0.1, 0.0], [0.1, 0.0, 0.0], [0.0, -0.1, 0.0], [-0.1, 0.0, 0.1], [0.1, 0.1, 0.1], [0.1, 0.0, 0.0], [0.1, -0.2, 0.0], [0.0, -0.1, -0.1], [-0.2, 0.0, -0.1], [0.0, 0.1, 0.1], [-0.1, -0.1, 0.0], [-0.1, 0.1, 0.0], [0.0, 0.1, 0.0], [0.1, -0.1, 0.0], [0.0, 0.0, -0.1], [0.2, -0.1, -0.1], [0.0, 0.0, 0.0], [0.0, 0.0, 0.1], [0.1, 0.0, -0.1], [-0.1, -0.1, 0.0], [0.0, 0.0, 0.0], [0.0, -0.1, 0.0]],
  "nbo_charge": [-0.60, -0.61, -0.42, -0.49, -0.62, -0.62, -0.65, -0.61, 0.67, 0.18, -0.63, -0.63, -0.32, 0.51, -0.39, -0.61, -0.26, 0.15, -0.39, 0.15, -0.27, -0.05, -0.04, -0.18, -0.61, -0.09, -0.24, -0.26, -0.15, -0.31, 0.21, -0.21, 0.67, 0.19, 0.19, 0.21, 0.23, 0.22, 0.21, 0.21, 0.21, 0.20, 0.43, 0.22, 0.21, 0.34, 0.19, 0.20, 0.21, 0.37, 0.39, 0.20, 0.22, 0.23, 0.20, 0.20, 0.24, 0.20, 0.20, 0.20, 0.26, 0.21, 0.22, 0.21, 0.26, 0.23],
  "max_force_ev_per_a": 1.34,
  "total_energy_ev": -40055.372,
  "multiplicity": 1,
  "e_homo_ev": -7.880,
  "orbital_gap_ev": 8.1,
  "smiles": "CC[C@@H](C)NCC(=O)Nc1ccc2oc(-c3ccc(NC(=O)CN[C@@H](C)CC)cc3)nc2c1"
}

no.,E_LUMO (eV)
1,0.7
2,0.2